1.
# C7H15O12S2V

A molecular structure, C7H15O12S2V in a non-equilibrium geometry (ωB97M-V with the def2-TZVPD basis set, the Open Molecules 2025 dataset).

XYZ file:
```
37
Properties=species:S:1:pos:R:3:forces:R:3
H -4.6351 1.1910 2.7929 -0.2538 -0.1340 -0.3568
O 0.3860 -2.8740 -0.4750 -0.3516 0.8998 -1.9549
C 0.2886 -1.3387 2.9318 1.0962 -5.0909 -1.4202
C 2.3696 1.8049 -2.3909 0.0092 -0.3919 -0.3739
H 1.0221 1.2529 -4.8922 -0.2967 0.6038 -0.1711
H -3.7172 2.5508 2.1323 0.2636 -0.2345 -0.2707
C 3.4154 -0.6540 0.5554 -2.4473 -5.6977 0.0549
H 2.9841 1.9634 -3.2771 -0.2558 0.0902 -0.2595
H -0.7388 1.1899 -4.3694 0.2351 0.0813 0.0416
C -3.6713 1.4906 2.3814 0.2290 -0.6590 0.7172
H -2.9661 1.2768 3.1845 0.3882 0.2598 -0.2062
C 0.3091 1.1081 -4.0806 0.9595 -0.1708 0.8006
O 0.4076 1.9658 0.9716 0.1773 0.4046 0.1442
O 3.4285 -1.9168 0.6348 1.1123 2.8705 -0.2320
H 2.3632 0.7387 -2.1645 -0.0236 0.0158 0.2502
H 0.7424 -3.4705 -2.4042 0.1138 -0.5167 -0.2252
S 0.6635 2.3205 -2.7282 0.3058 0.0367 -1.0452
O 2.3361 0.0040 0.3854 -0.4655 2.0178 -0.4684
H -2.4981 -1.7805 1.0382 -0.0311 0.2518 -0.4357
V 0.1394 0.6189 0.2768 1.2701 -1.5653 0.7875
O -0.1840 1.9232 -1.5486 0.2252 -0.7504 0.6427
O -0.1724 -0.9028 -1.3560 -0.0895 1.8122 -0.2970
O 0.3742 -2.6268 -2.6766 0.2367 0.3287 -1.2622
C -3.1642 -1.1486 1.6258 0.4038 -0.4734 1.1788
O -1.9444 0.8990 0.3525 -1.7494 -0.6073 0.8839
S -3.3083 0.4647 0.9343 1.4288 1.2178 -1.8720
H 0.5651 0.1145 -3.7128 -0.4736 -0.0757 0.3996
H 4.2834 0.9187 0.6171 0.2555 0.5507 -0.0023
C 0.2102 -2.0942 -1.4535 -0.1378 -1.7805 4.3191
H -0.4826 -0.5581 4.4794 -0.0499 0.2530 -0.0780
O -0.2403 -1.4411 4.1907 -0.1614 0.3063 1.2596
O 0.8103 -2.3011 2.4226 0.9305 -2.1705 1.6790
O 4.5855 0.0082 0.6524 0.2568 0.9307 0.0344
H -4.1588 -1.5894 1.6921 -0.0226 0.0632 -0.0936
H 2.8509 2.3718 -1.5939 -0.5543 0.0221 0.1611
H -2.7077 -1.1066 2.6147 0.0372 0.0248 0.0780
O 0.0541 -0.3731 2.2566 -2.5706 7.2771 -2.4074
```
Positions in Å, forces in eV/Å.

Summary:
HOMO energy (spin up / spin down), eV: 1.814 / -2.718
Frontier orbital gap (spin up / spin down), eV: 1.51 / 5.99
E, eV: -79430.82771
Charge: -2
Relative energy (zero: lowest compared OMol25 entry of this formula, charge and spin), kcal per mole: 0.00
Multiplicity: 3

2.
# C5H13O2S

2 unconnected molecules or ions with the total composition C5H13O2S in a non-equilibrium geometry (ωB97M-V with the def2-TZVPD basis set, the Open Molecules 2025 dataset).

XYZ file:
```
21
Properties=species:S:1:pos:R:3:forces:R:3
H -1.5494 -0.8444 2.4445 0.9394 0.7294 0.3594
H -1.1813 2.1676 0.3474 -0.0936 -0.2194 0.1556
H 2.0118 -2.3039 -0.6133 -0.1228 -0.4073 0.2411
O -2.2664 -0.4670 0.0657 -0.1509 -0.3184 -0.4280
H 0.3975 -1.9676 0.1617 0.1420 0.5222 -0.3881
H 1.6289 -2.4830 1.1874 0.5878 -0.2287 -0.2914
H 0.2187 2.1578 -1.5632 0.4749 0.0558 -0.3503
C -0.5825 1.2681 0.1575 0.2414 0.1933 -1.6049
H -2.1174 1.0254 -1.2964 0.5053 -0.2977 -0.6010
C 1.6394 0.6060 -0.9159 -0.3063 0.1757 -0.4174
C 0.6480 1.7398 -0.6519 -0.0784 -0.0180 1.3909
C 1.4899 -1.9187 0.2617 -0.5583 0.0920 0.5075
C -1.4746 0.2889 -0.7365 -1.0191 0.7031 2.2181
O -2.1225 -1.5941 2.4231 -1.0803 -0.4436 -0.2509
H -0.8720 -0.3274 -1.4389 0.1362 0.3483 -0.1193
S 2.1423 -0.2705 0.6083 0.0387 0.1670 -0.3670
H 1.1153 -0.1011 -1.5557 0.2675 -0.3033 0.0501
H 1.1882 2.5245 -0.0955 -0.2125 0.0870 -0.2803
H -0.3010 0.8486 1.1199 -0.0400 -0.3353 -0.0906
H -2.5333 -1.3126 1.5568 0.4180 -0.3940 0.0022
H 2.5204 0.9634 -1.4668 -0.0889 -0.1078 0.2645
```
Positions in Å, forces in eV/Å.

Summary:
HOMO energy, eV: -2.901
Frontier orbital gap, eV: 6.11
E, eV: -20325.83909
Charge: -1
Relative energy (zero: lowest compared OMol25 entry of this formula, charge and spin), kcal per mole: 10.69

What is the charge in the second record? -1